1.
Below is a molecular structure, C21H32AuI2N2O4RuS2 in a non-equilibrium geometry, with properties calculated with ωB97M-V/def2-TZVPD.

XYZ file:
```
65
Properties=species:S:1:pos:R:3:lowdin_charge:R:1
H 2.3835 3.3788 0.4617 0.08
H -5.7493 4.2122 1.3813 0.11
C -6.0920 0.8909 4.8485 -0.02
C -5.1511 3.4938 0.8079 -0.01
H 0.8884 -5.2325 -1.6942 0.13
C 2.8965 -2.1404 0.7281 -0.24
C -0.4172 -3.9417 0.3676 -0.11
H 3.7004 4.0904 -0.5106 0.13
H 0.8533 3.9469 -1.4611 0.09
Ru 2.1246 -0.5629 0.1852 0.67
H -2.2413 4.7348 3.4045 0.15
C 3.1713 3.1573 -0.2704 -0.08
C -0.8656 -0.8857 2.9741 -0.16
H -5.5903 -0.0384 4.5534 0.09
C 3.6393 2.1956 -2.5417 -0.10
C 1.6544 3.6922 -2.1645 -0.09
C -2.8228 2.7653 2.7789 -0.11
H 0.4763 -3.9309 1.0023 0.08
C -5.2943 2.0949 1.3839 -0.15
H -2.1393 -3.0119 -1.6292 0.09
H -7.0574 1.2572 2.9519 0.14
H -1.0388 -3.3059 -2.9979 0.09
H 4.2222 3.0793 -2.8276 0.13
C -1.2828 -3.5990 -1.9708 -0.09
C 3.0188 0.2984 1.5246 -0.26
H -4.1040 3.8160 0.7929 0.08
H -6.7809 2.7153 3.9462 0.18
C -4.1534 2.7533 3.4809 -0.32
C -6.3551 1.7498 3.6262 -0.13
H 1.9899 -4.0478 -0.9346 0.06
H -5.5175 3.4876 -0.2236 0.11
H 0.0081 4.5589 2.1779 0.13
H 4.3017 1.4550 -2.0823 0.08
H 0.5682 2.3781 1.0794 0.06
S 1.5012 1.1896 -1.2989 0.75
O 3.7063 0.7901 2.3309 0.21
H 1.2129 3.3456 -3.1042 0.10
Au -0.3449 -1.0136 1.1214 0.68
H 2.2301 4.6004 -2.3680 0.12
O -4.3064 3.3050 4.5655 0.23
H -1.1934 -3.3027 0.8139 0.05
C 2.5614 2.6212 -1.5543 -0.92
C -0.0839 -3.4525 -1.0337 -0.89
H 1.4001 -3.7589 -2.5867 0.04
H -4.5601 1.4270 0.9177 0.13
H -0.8028 -4.9651 0.2839 0.12
H -6.2840 1.6835 1.1573 0.14
H -5.4636 1.4327 5.5602 0.09
N -1.1765 1.4543 1.6521 -0.02
S 0.3111 -1.6512 -1.0569 0.54
C -0.3755 2.5139 1.6190 -0.12
H -3.0582 0.7057 2.1591 0.12
I 4.9022 -2.1876 -3.6508 0.61
I 2.5212 -1.2286 -4.1665 0.51
C -0.7113 3.7433 2.2151 0.02
N -5.1353 1.9974 2.8481 0.09
H 3.8859 2.4467 0.1579 0.07
C 1.1306 -4.1658 -1.6043 -0.10
C -2.3918 1.5715 2.1856 -0.11
C -1.9390 3.8453 2.8622 0.06
O 3.3533 -3.1530 1.1081 0.20
H -1.5969 -4.6468 -1.9902 0.12
H -7.0496 0.6447 5.3202 0.11
H 3.1932 1.7451 -3.4368 0.04
O -1.0163 -0.6308 4.0863 0.20
```

The net charge is +4. The largest force on an atom is 8.72 eV/A. The calculation puts the HOMO energy (alpha / beta) at -19.3 / -20.3 eV. As for the frontier orbital gap (alpha / beta): 6.6 / 5.0 eV. The spin multiplicity is 8. As for the total energy: -77565.8816 eV.

***

2.
Below is a molecular structure, C27H26FMgN6O3S4, with properties calculated with ωB97M-V/def2-TZVPD.

XYZ file:
```
68
Properties=species:S:1:pos:R:3:lowdin_charge:R:1
H 0.3589 5.7225 -3.3667 0.18
H 0.7373 3.8365 -1.9429 0.15
O -1.7393 -3.7647 3.2690 0.09
C -2.1752 -0.0947 0.2207 -0.04
H -2.5107 -0.3671 -1.8828 0.14
H -1.2517 3.9697 -3.4251 0.13
C 0.4836 4.7949 -1.4915 -0.07
C 1.6723 -3.0711 -1.4437 -1.10
C -1.6209 -0.9637 2.7475 0.05
C -1.4771 -3.3602 2.1561 -0.59
N 3.6489 -2.7675 -0.5357 -0.16
H 5.1525 1.2612 0.9922 0.10
H 0.0690 4.0203 0.4444 0.13
C -1.7789 2.1923 0.9177 0.06
C -1.5363 4.9148 -2.9719 -0.08
H 0.6709 0.8237 3.9136 0.09
H -0.6427 5.6023 0.1552 0.14
C -2.3383 0.3542 -1.0950 0.10
H 7.5203 0.5850 0.7501 0.10
S -4.5593 -6.6826 -0.0730 1.09
C 3.5327 -4.0511 -0.1043 -1.11
H -3.3027 4.1913 -2.0125 0.14
C -1.8864 0.8270 1.2340 -0.11
N -2.5896 -5.4111 -1.0382 -0.08
H -2.0087 5.5591 -3.7110 0.14
C -2.9515 -6.1731 -0.0292 -0.44
C 7.0374 -1.3671 0.0049 -0.07
C 4.7081 -1.8720 -0.1841 -0.22
N 2.6045 -2.2030 -1.2590 0.03
H -3.5232 -4.5970 -2.7735 0.12
H -2.0840 2.1453 3.5460 0.12
C 6.7287 -0.1028 0.4836 -0.09
Mg -1.1999 -3.8718 -0.6405 0.46
O -0.8703 -3.9932 1.2073 -0.11
S 0.1724 -2.7776 -2.3023 0.54
C -2.1947 1.6740 -1.3749 -0.18
C -2.1822 -1.5244 0.4862 -0.28
H 0.1818 2.3946 4.5498 0.09
H -1.7344 0.7648 4.5468 0.13
C -1.7788 -1.9187 1.7942 -0.01
H 8.0706 -1.6668 -0.1090 0.11
C -4.8001 -5.8304 -1.5306 -0.37
C 5.3994 0.2752 0.6186 -0.09
S 2.0030 -4.6132 -0.7137 0.98
H -0.4525 6.5181 -2.1887 0.18
C -2.3902 4.7068 -1.7303 -0.13
C -1.4237 1.2850 3.6432 -0.18
C -3.6598 -5.2023 -1.8905 -0.21
H -1.4069 -1.2614 3.7674 0.16
C 4.3843 -0.6082 0.2862 -0.03
C 6.0291 -2.2580 -0.3349 -0.04
C -0.4474 4.6223 -0.2995 -0.14
C -1.9041 2.6290 -0.3846 -0.14
H 0.3791 2.1621 2.8077 0.06
F -2.2645 2.0866 -2.6670 0.06
H 1.3927 5.3409 -1.2462 0.14
N -0.2439 5.5863 -2.5553 0.06
S 4.5165 -4.9516 0.8625 0.60
N -1.6915 0.3673 2.5242 -0.02
H -2.2841 -6.4383 0.7793 0.10
H 3.3432 -0.3308 0.3793 0.10
H -1.5848 2.9255 1.6869 0.12
H 6.2638 -3.2435 -0.7073 0.10
H -5.7485 -5.8339 -2.0406 0.08
O -2.4832 -2.3382 -0.4231 -0.06
C 0.0366 1.6911 3.7303 -0.06
N -1.6879 3.9927 -0.6878 -0.09
H -2.6878 5.6891 -1.3379 0.14
```

The net charge is +1. The largest force on an atom is 0.59 eV/A. The calculation puts the HOMO energy at -9.0 eV. As for the frontier orbital gap: 5.6 eV. The spin multiplicity is 1. As for the total energy: -95005.1015 eV.

***

3.
Below is C4H9NO2 in the gas phase, with properties calculated with ωB97M-V/def2-TZVPD.

XYZ file:
```
16
Properties=species:S:1:pos:R:3:lowdin_charge:R:1
H -0.7999 0.1387 -2.0357 0.13
C 0.2105 -0.5451 -0.2836 -0.33
C -1.0869 1.5969 -0.6812 -0.34
H 2.0622 -1.6322 -0.0764 0.08
H -0.2765 -1.4849 -0.5570 0.14
N -0.4425 0.4863 -1.1481 0.07
H -1.8960 -0.2327 1.9928 0.09
H -1.8853 1.9266 -1.3620 0.13
C -0.1089 -0.3275 1.1928 -0.24
H 0.6382 -0.8046 1.8412 0.13
O -1.3904 -0.8625 1.4698 -0.05
O -0.8652 2.2148 0.3461 0.00
H 1.9427 -0.6646 -1.5633 0.07
H -0.0807 0.7453 1.3696 0.10
H 2.2663 0.1259 -0.0069 0.09
C 1.7124 -0.6803 -0.4982 -0.06
```

The largest force on an atom is 0.54 eV/A. The SMILES is C[C@@H](CO)NC=O. The value obtained for the energy relative to the best compared isomer or geometry (same formula, charge and spin) is 120.3 kJ/mol. The calculation puts the HOMO energy at -9.7 eV. As for the frontier orbital gap: 10.6 eV. The spin multiplicity is 1. As for the total energy: -9878.8140 eV.

***

- Which value of spin multiplicity does entry 3 give?
  1